one | {
  "formula": "C32H42FN4O7PPt",
  "method": "ωB97M-V/def2-TZVPD",
  "total_charge": 2,
  "e_lumo_ev": -6.57,
  "gap_ha": 0.2741,
  "symbols": ["Pt", "C", "C", "N", "C", "C", "C", "O", "O", "C", "O", "C", "C", "C", "F", "C", "C", "C", "N", "C", "C", "N", "C", "C", "H", "H", "H", "H", "H", "H", "H", "H", "H", "H", "H", "H", "H", "H", "H", "H", "H", "H", "C", "C", "C", "C", "C", "C", "C", "C", "N", "H", "H", "H", "H", "H", "H", "C", "C", "C", "C", "O", "P", "O", "O", "O", "C", "C", "C", "C", "H", "H", "H", "H", "H", "H", "H", "H", "H", "H", "H", "H", "H", "H", "H", "H", "H", "H"],
  "xyz": [[-0.9611, 0.8024, 2.1380], [2.6538, -4.1516, -2.1770], [3.4176, -3.0535, -1.4589], [2.5219, -1.9748, -0.9860], [2.0495, -2.0472, 0.2574], [1.1460, -1.1609, 0.7983], [0.5863, -1.5574, 2.1321], [1.1906, -2.3078, 2.8478], [-0.6627, -1.1674, 2.3877], [0.7739, -0.0559, 0.0325], [-0.0384, 0.8801, 0.3948], [1.3037, 0.0632, -1.2926], [0.9597, 1.1569, -2.1112], [1.3564, 1.1796, -3.4041], [1.0831, 2.2636, -4.1473], [2.0748, 0.1102, -4.0085], [2.4853, -0.9189, -3.1758], [2.1234, -0.9427, -1.8203], [2.3673, 0.1409, -5.3528], [1.4780, 0.7562, -6.3428], [1.2995, -0.1861, -7.5382], [1.3248, -1.5959, -7.0322], [2.6992, -1.9799, -6.5559], [3.3564, -0.7377, -5.9362], [3.3488, -4.9063, -2.5434], [2.0844, -3.7645, -3.0236], [1.9569, -4.6433, -1.4977], [4.1896, -2.6001, -2.0776], [3.9225, -3.4430, -0.5775], [2.3834, -2.8826, 0.8604], [0.3997, 1.9880, -1.7057], [3.0428, -1.7435, -3.5883], [1.8735, 1.7077, -6.7039], [0.5089, 0.9441, -5.8932], [2.0959, -0.0922, -8.2744], [0.3475, -0.0151, -8.0347], [1.0079, -2.2459, -7.7512], [0.6398, -1.6754, -6.2512], [3.2637, -2.3302, -7.4184], [2.5753, -2.8053, -5.8570], [3.8941, -0.1828, -6.7076], [4.1040, -1.0263, -5.2022], [-2.6217, -0.1680, 1.3077], [-2.3753, -0.6262, -0.0794], [-1.9398, -1.9290, -0.3271], [-1.5560, -2.3098, -1.6029], [-1.6159, -1.3785, -2.6388], [-2.1304, -0.0970, -2.4231], [-2.5110, 0.2668, -1.1465], [-1.0379, -1.6945, -3.9121], [-0.5289, -1.8883, -4.9254], [-2.8421, -0.9658, 2.0070], [-3.3435, 0.6456, 1.3582], [-1.8786, -2.6355, 0.4897], [-1.1950, -3.3121, -1.7931], [-2.2015, 0.6066, -3.2414], [-2.8814, 1.2682, -0.9647], [-0.0198, 1.9715, 6.7369], [0.4696, 1.0019, 5.6815], [-0.2568, -0.3252, 5.7431], [1.9750, 0.8387, 5.7159], [0.1968, 1.5355, 4.2925], [-0.7366, 2.7876, 3.8909], [-0.6116, 4.0785, 4.5367], [-0.5716, 2.7130, 2.3090], [-2.1438, 1.9575, 4.0227], [-3.4853, 2.6353, 4.1060], [-4.4978, 1.5181, 3.9748], [-3.5550, 3.2753, 5.4805], [-3.6112, 3.6521, 2.9869], [0.2355, 1.5564, 7.7127], [-1.1028, 2.0916, 6.7040], [0.4522, 2.9474, 6.6460], [-0.0888, -0.7810, 6.7200], [0.1083, -1.0129, 4.9806], [-1.3315, -0.1802, 5.6229], [2.2679, 0.4045, 6.6728], [2.4708, 1.8028, 5.6120], [2.3070, 0.1686, 4.9221], [-4.2914, 0.7177, 4.6851], [-4.5186, 1.1136, 2.9641], [-5.4930, 1.9097, 4.1849], [-3.4756, 2.5178, 6.2604], [-4.5163, 3.7783, 5.5929], [-2.7665, 4.0151, 5.6075], [-3.4763, 3.1813, 2.0111], [-2.8899, 4.4616, 3.0963], [-4.6111, 4.0864, 3.0178]]
}

=====

two | {
  "formula": "C32H42FN4O7PPt",
  "method": "ωB97M-V/def2-TZVPD",
  "total_charge": 2,
  "e_lumo_ev": -6.14,
  "gap_ha": 0.2948,
  "symbols": ["Pt", "C", "C", "N", "C", "C", "C", "O", "O", "C", "O", "C", "C", "C", "F", "C", "C", "C", "N", "C", "C", "N", "C", "C", "H", "H", "H", "H", "H", "H", "H", "H", "H", "H", "H", "H", "H", "H", "H", "H", "H", "H", "C", "C", "C", "C", "C", "C", "C", "C", "N", "H", "H", "H", "H", "H", "H", "C", "C", "C", "C", "O", "P", "O", "O", "O", "C", "C", "C", "C", "H", "H", "H", "H", "H", "H", "H", "H", "H", "H", "H", "H", "H", "H", "H", "H", "H", "H"],
  "xyz": [[1.3149, 2.3105, 0.1070], [-1.1090, -4.3203, 3.2909], [0.1032, -4.1257, 2.3988], [0.0656, -2.8267, 1.6902], [0.7782, -1.8165, 2.1703], [0.8630, -0.5589, 1.6019], [1.8674, 0.3529, 2.2715], [2.3787, -0.0097, 3.3029], [2.1289, 1.5199, 1.7362], [0.1098, -0.3061, 0.4542], [0.1050, 0.7843, -0.2300], [-0.7336, -1.3725, -0.0435], [-1.5152, -1.1824, -1.1923], [-2.2092, -2.2252, -1.7260], [-2.9013, -2.0196, -2.8575], [-2.1957, -3.5160, -1.1536], [-1.4580, -3.6872, 0.0009], [-0.7141, -2.6380, 0.5570], [-2.8834, -4.6205, -1.6983], [-4.0030, -4.4294, -2.6182], [-4.7123, -5.7815, -2.8055], [-4.3952, -6.6600, -1.6318], [-2.9376, -7.0481, -1.6291], [-2.1175, -5.8174, -2.0365], [-1.0432, -5.2871, 3.7885], [-2.0402, -4.2868, 2.7245], [-1.1531, -3.5489, 4.0595], [0.2204, -4.9102, 1.6532], [1.0197, -4.1261, 2.9859], [1.3686, -2.0030, 3.0591], [-1.5359, -0.2184, -1.6819], [-1.4598, -4.6582, 0.4720], [-3.6967, -4.0745, -3.6048], [-4.6894, -3.6976, -2.1954], [-4.3645, -6.3146, -3.6881], [-5.7911, -5.6659, -2.8729], [-4.9854, -7.4921, -1.6283], [-4.5913, -6.1371, -0.7767], [-2.8169, -7.8729, -2.3283], [-2.7017, -7.3955, -0.6253], [-1.8968, -5.8429, -3.1097], [-1.1642, -5.8271, -1.5155], [2.8824, 1.5073, -1.0177], [2.8557, 0.0352, -1.0600], [2.1301, -0.6048, -2.0672], [1.9693, -1.9740, -2.0441], [2.5596, -2.7149, -1.0160], [3.3827, -2.1019, -0.0773], [3.5249, -0.7242, -0.1020], [2.1921, -4.0996, -0.8801], [1.7777, -5.1656, -0.7637], [2.6731, 1.9735, -1.9788], [3.7448, 1.9514, -0.5296], [1.6406, -0.0136, -2.8313], [1.3649, -2.4728, -2.7897], [3.8744, -2.6903, 0.6866], [4.1196, -0.2334, 0.6592], [3.2735, 6.2505, 0.7662], [3.0093, 4.8373, 1.2388], [2.2094, 4.7912, 2.5251], [4.2701, 4.0040, 1.3221], [2.2097, 4.1527, 0.1272], [0.9491, 4.7771, -0.8044], [1.2175, 5.9347, -1.6333], [0.6707, 3.3822, -1.4558], [-0.0932, 4.9229, 0.3757], [-1.3391, 5.7426, 0.3049], [-2.1617, 5.2433, 1.4758], [-0.9412, 7.1971, 0.4730], [-2.0355, 5.4865, -1.0199], [3.9309, 6.7217, 1.4972], [2.3577, 6.8377, 0.7061], [3.7629, 6.2656, -0.2065], [2.7988, 5.2653, 3.3103], [2.0096, 3.7642, 2.8301], [1.2754, 5.3387, 2.4261], [4.9401, 4.4435, 2.0605], [4.7878, 3.9856, 0.3621], [4.0375, 2.9884, 1.6478], [-1.6113, 5.3584, 2.4098], [-2.4234, 4.1924, 1.3451], [-3.0826, 5.8213, 1.5476], [-0.4525, 7.3529, 1.4359], [-1.8345, 7.8213, 0.4398], [-0.2730, 7.5125, -0.3271], [-2.2305, 4.4217, -1.1560], [-1.4427, 5.8531, -1.8590], [-2.9890, 6.0142, -1.0290]]
}

=====

Computed stability ranking, most favorable first: two, one

=====

one | {
  "formula": "C4H8OS2",
  "method": "ωB97M-V/def2-TZVPD",
  "e_lumo_ev": 0.71,
  "gap_ha": 0.3565,
  "smiles": "O[C@H]1[C@H](S)C[C@@H]1S",
  "symbols": ["O", "C", "C", "S", "C", "C", "S", "H", "H", "H", "H", "H", "H", "H", "H"],
  "xyz": [[-1.7277, -1.3324, 0.2195], [-0.7215, -0.4477, -0.1683], [-0.4572, 0.7717, 0.6952], [-1.2382, 2.4081, 0.4742], [1.0264, 0.6432, 0.3700], [0.7306, -0.8108, 0.1392], [1.7574, -1.7449, -1.0350], [-1.6355, -2.1950, -0.1900], [-0.8481, -0.0969, -1.1963], [-0.6358, 0.5557, 1.7943], [-1.1966, 2.6616, -0.8356], [1.2608, 1.1220, -0.5749], [1.8110, 0.8935, 1.0628], [0.8450, -1.4230, 1.0580], [2.4430, -2.4093, -0.1189]]
}

=====

two | {
  "formula": "C4H8OS2",
  "method": "ωB97M-V/def2-TZVPD",
  "e_lumo_ev": 0.69,
  "gap_ha": 0.3477,
  "smiles": "CC(=O)SCCS",
  "symbols": ["C", "C", "O", "S", "C", "C", "S", "H", "H", "H", "H", "H", "H", "H", "H"],
  "xyz": [[-1.5979, 1.3323, -1.8295], [-0.8705, 0.1496, -1.1011], [-0.4840, -0.8465, -1.5566], [-0.7146, 0.5611, 0.6126], [0.1059, -0.9062, 1.3274], [1.6183, -0.4671, 1.6449], [2.4010, -0.1423, 0.0243], [-2.6157, 1.2472, -1.8162], [-1.1445, 1.2561, -2.7769], [-1.3736, 2.2757, -1.3736], [-0.0139, -1.7617, 0.6455], [-0.4441, -1.1805, 2.2612], [1.5222, 0.3122, 2.3991], [2.2729, -1.2241, 2.2053], [1.3384, -0.6058, -0.6662]]
}

=====

three | {
  "formula": "C4H8OS2",
  "method": "ωB97M-V/def2-TZVPD",
  "e_lumo_ev": -2.85,
  "gap_ha": 0.2334,
  "symbols": ["C", "C", "O", "C", "S", "S", "C", "H", "H", "H", "H", "H", "H", "H", "H"],
  "xyz": [[-1.2123, -0.4045, -0.0587], [-2.4684, -1.0836, 0.3914], [-3.1975, -1.2061, -0.5522], [-0.5532, 0.5404, 0.8847], [1.0960, -0.1588, 1.5054], [1.4109, 0.0808, -1.4364], [1.8637, 1.7359, -0.7646], [-0.5576, -1.0001, -0.6698], [-1.5470, 0.3065, -0.9849], [-2.6597, -1.5094, 1.3592], [-0.9504, 0.6157, 1.8973], [-0.3896, 1.5504, 0.6131], [1.4931, 2.5349, -1.3947], [2.9401, 1.5836, -0.4304], [1.3614, 2.0864, 0.2085]]
}

=====

Computed stability ranking, most favorable first: two, one, three

=====

one | {
  "formula": "C3H5P",
  "method": "ωB97M-V/def2-TZVPD",
  "e_lumo_ev": [-0.95, 0.58],
  "gap_ha": [0.2188, 0.3218],
  "symbols": ["C", "C", "C", "P", "H", "H", "H", "H", "H"],
  "xyz": [[0.2202, 0.5188, -1.6410], [0.0843, -0.5084, -0.6748], [-0.7273, -0.3953, -1.8944], [0.5546, 1.1911, 2.0384], [0.8731, 1.2104, -2.0874], [-0.0438, -0.3066, 0.5235], [-1.8090, -0.4703, -2.3141], [1.1389, 2.3852, 1.6294], [1.5600, 0.4209, 1.7044]]
}

=====

two | {
  "formula": "C3H5P",
  "method": "ωB97M-V/def2-TZVPD",
  "e_lumo_ev": 0.31,
  "gap_ha": 0.3534,
  "symbols": ["C", "C", "C", "P", "H", "H", "H", "H", "H"],
  "xyz": [[-0.6839, -0.6914, 1.2224], [-0.3924, -0.2461, -0.2830], [0.5190, 0.7629, 0.3030], [0.0668, 0.4708, 2.0951], [-1.5393, -1.3712, 1.3982], [0.1232, -0.9431, -0.9880], [-1.2314, 0.3415, -0.7354], [2.0211, 0.6004, -0.1117], [0.5925, 1.7330, -0.1294]]
}

=====

Computed stability ranking, most favorable first: two, one